The following is a quantum chemistry calculation of 2 unconnected molecules or ions with the total composition C3H3BrO2 in a non-equilibrium geometry, from the OMol25 dataset.

```
9
C3H3BrO2 (ωB97M-V with the def2-TZVPD basis set)
C 0.21 1.64 -0.08
C -0.91 -1.62 0.14
C 0.95 0.60 0.00
O -1.35 -1.07 1.08
O 0.02 -1.29 -0.68
Br 2.64 0.09 0.24
H 0.76 2.66 -0.14
H -0.84 1.64 -0.50
H -1.49 -2.64 -0.07
```

Summary:
multiplicity = 1
M = 151.0 g/mol
E_LUMO = -1.56 eV